{"formula": "C5H10GdMgO4", "method": "ωB97M-V/def2-TZVPD", "energy_ev": -39806.9258, "total_charge": 1, "gap_ev": [5.79, 5.27], "s_squared": 16.848, "multiplicity": 8, "e_lumo_ev": [-4.740, -4.607], "max_force_ev_per_a": 6.375, "elements": ["O", "C", "C", "O", "C", "C", "O", "Gd", "H", "H", "H", "H", "H", "H", "H", "H", "C", "O", "Mg", "H", "H"], "positions_angstrom": [[-1.739, -1.366, 0.313], [-1.126, -2.434, -0.248], [0.344, -2.295, -0.355], [0.788, -1.344, 0.358], [2.127, -0.884, 0.690], [2.112, 0.570, 0.217], [0.933, 1.176, 0.619], [-0.958, 0.372, 0.698], [-1.432, -2.652, -1.302], [-1.289, -3.409, 0.271], [1.006, -3.161, -0.485], [-1.881, 3.004, -1.627], [2.858, -1.518, 0.176], [2.238, -0.963, 1.776], [2.205, 0.525, -0.884], [2.985, 1.104, 0.635], [-2.338, 2.659, -0.682], [-1.441, 2.160, 0.239], [0.369, 3.107, 1.058], [-2.793, 3.581, -0.274], [-2.967, 1.768, -1.194]], "forces_ev_per_a": [[-1.84, -1.58, -0.76], [0.30, -3.03, -1.79], [0.18, -3.87, -2.72], [1.68, 4.75, 3.91], [-0.46, -0.45, -0.53], [1.80, -0.72, -0.29], [1.53, 1.59, 0.22], [0.40, -3.64, 3.62], [-0.46, 0.22, 0.60], [-0.45, 0.59, 0.15], [-0.41, 0.14, -0.15], [0.58, 0.09, 0.46], [0.00, 0.28, 0.11], [-0.05, -0.09, -0.19], [-0.11, 0.38, 0.34], [-0.19, -0.25, -0.28], [-1.48, -0.06, -2.94], [-0.60, 4.67, -0.90], [-0.01, -0.13, -0.47], [-0.85, -0.98, -0.26], [0.42, 2.09, 1.87]]}